# C52H155N13O19

A cluster of 19 separate species, C52H155N13O19 in total at a distorted geometry (ωB97M-V with the def2-TZVPD basis set, OMol25).

* HOMO: -8.74 eV
* E: -4215.3199 hartree
* energy relative to the best compared isomer or geometry (same formula, charge and spin): 0.0 kJ/mol
* largest force on an atom: 4.43 eV Å⁻¹
* frontier orbital gap: 9.2 eV
* spin multiplicity: 1

Each atom is followed by the atoms it is bonded to, with distances in Å.
Geometry (Å):
1 C -4.606 -3.010 4.330  C2 1.595, H7 1.029, H8 1.048, H9 1.123
2 C -3.469 -1.944 4.671  C1 1.595, C3 1.518, N6 1.468, H10 1.091
3 C -2.226 -2.446 3.959  C2 1.518, O4 1.437, H11 1.072, H12 1.081
4 O -1.919 -3.748 4.481  C3 1.437, C5 1.486
5 C -0.850 -4.419 3.696  O4 1.486, H13 1.097, H14 1.065, H15 1.095
6 N -3.724 -0.566 4.231  C2 1.468, H16 1.065, H17 1.037
7 H -4.252 -3.935 4.609  C1 1.029
8 H -4.820 -2.982 3.304  C1 1.048
9 H -5.550 -2.716 4.863  C1 1.123
10 H -3.316 -2.000 5.750  C2 1.091
11 H -1.423 -1.772 4.182  C3 1.072
12 H -2.389 -2.477 2.891  C3 1.081
13 H -1.356 -4.947 2.878  C5 1.097
14 H -0.280 -5.032 4.352  C5 1.065
15 H -0.240 -3.643 3.223  C5 1.095
16 H -2.949 0.097 4.538  N6 1.065
17 H -4.582 -0.171 4.659  N6 1.037
18 C 0.820 1.237 -3.803  C19 1.514, H24 1.113, H25 1.086, H26 1.084
19 C 0.273 0.097 -4.637  C18 1.514, C20 1.506, N23 1.481, H27 1.080
20 C -0.506 0.703 -5.774  C19 1.506, O21 1.381, H28 1.108, H29 1.099
21 O -1.456 1.576 -5.282  C20 1.381, C22 1.407
22 C -1.836 2.384 -6.369  O21 1.407, H30 1.100, H31 1.093, H32 1.107
23 N 1.298 -0.788 -5.238  C19 1.481, H33 0.993, H34 0.963
24 H 1.575 1.796 -4.398  C18 1.113
25 H 1.269 0.905 -2.872  C18 1.086
26 H 0.093 1.993 -3.531  C18 1.084
27 H -0.395 -0.628 -4.198  C19 1.080
28 H -0.969 -0.109 -6.369  C20 1.108
29 H 0.267 1.239 -6.340  C20 1.099
30 H -1.975 1.758 -7.262  C22 1.100
31 H -0.981 3.013 -6.632  C22 1.093
32 H -2.700 2.977 -6.015  C22 1.107
33 H 1.840 -0.247 -5.871  N23 0.993
34 H 1.830 -1.184 -4.540  N23 0.963
35 C 5.714 -0.249 -1.631  C36 1.519, H41 1.089, H42 1.066, H43 1.092
36 C 4.644 0.657 -2.213  C35 1.519, C37 1.536, N40 1.470, H44 1.067
37 C 5.082 2.109 -1.961  C36 1.536, O38 1.442, H45 1.083, H46 1.134
38 O 4.953 2.262 -0.533  C37 1.442, C39 1.416
39 C 5.498 3.511 -0.152  O38 1.416, H47 1.117, H48 1.105, H49 1.118
40 N 4.248 0.508 -3.621  C36 1.470, H50 1.018, H51 1.018
41 H 5.720 -0.063 -0.558  C35 1.089
42 H 6.665 0.029 -2.027  C35 1.066
43 H 5.449 -1.292 -1.817  C35 1.092
44 H 3.771 0.496 -1.621  C36 1.067
45 H 4.428 2.775 -2.510  C37 1.083
46 H 6.166 2.281 -2.242  C37 1.134
47 H 5.076 3.717 0.862  C39 1.117
48 H 5.063 4.337 -0.744  C39 1.105
49 H 6.616 3.486 -0.145  C39 1.118
50 H 5.164 0.479 -4.064  N40 1.018
51 H 3.767 -0.388 -3.675  N40 1.018
52 C -2.668 -2.215 -2.310  C53 1.524, H58 1.111, H59 1.046, H60 1.067
53 C -3.675 -2.005 -1.186  C52 1.524, C54 1.458, N57 1.466, H61 1.097
54 C -4.884 -1.409 -1.740  C53 1.458, O55 1.442, H62 1.105, H63 1.069
55 O -5.452 -2.235 -2.777  C54 1.442, C56 1.392
56 C -6.466 -1.503 -3.388  O55 1.392, H64 1.147, H65 1.087, H66 1.091
57 N -3.968 -3.285 -0.533  C53 1.466, H67 1.012, H68 1.011
58 H -1.649 -2.583 -2.064  C52 1.111
59 H -2.607 -1.354 -2.900  C52 1.046
60 H -2.967 -3.000 -2.968  C52 1.067
61 H -3.273 -1.295 -0.454  C53 1.097
62 H -4.737 -0.383 -2.123  C54 1.105
63 H -5.652 -1.415 -0.996  C54 1.069
64 H -6.089 -0.434 -3.563  C56 1.147
65 H -7.281 -1.444 -2.671  C56 1.087
66 H -6.709 -2.033 -4.310  C56 1.091
67 H -4.597 -3.804 -1.133  N57 1.012
68 H -4.472 -3.116 0.327  N57 1.011
69 C 3.116 4.827 3.686  C70 1.510, H75 1.137, H76 1.111, H77 1.071
70 C 1.742 4.237 3.900  C69 1.510, C71 1.498, N74 1.442, H78 1.151
71 C 0.659 5.179 4.331  C70 1.498, O72 1.396, H79 1.130, H80 1.088
72 O -0.219 5.709 3.384  C71 1.396, C73 1.445
73 C 0.421 6.616 2.458  O72 1.445, H81 1.068, H82 1.072, H83 1.096
74 N 1.332 3.610 2.669  C70 1.442, H84 1.056, H85 1.023
75 H 3.425 5.383 4.628  C69 1.137
76 H 3.205 5.520 2.822  C69 1.111
77 H 3.871 4.091 3.501  C69 1.071
78 H 1.908 3.516 4.782  C70 1.151
79 H 1.173 6.058 4.820  C71 1.130
80 H -0.003 4.752 5.081  C71 1.088
81 H -0.411 7.038 1.937  C73 1.068
82 H 1.153 6.047 1.922  C73 1.072
83 H 0.893 7.475 2.948  C73 1.096
84 H 2.105 3.060 2.204  N74 1.056
85 H 0.507 3.009 2.736  N74 1.023
86 C 5.472 -3.170 2.299  C87 1.535, H92 1.109, H93 1.135, H94 1.084
87 C 4.062 -3.691 2.616  C86 1.535, C88 1.483, N91 1.456, H95 1.129
88 C 3.064 -2.669 2.215  C87 1.483, O89 1.445, H96 1.077, H97 1.096
89 O 3.018 -1.440 2.972  C88 1.445, C90 1.430
90 C 2.345 -1.592 4.225  O89 1.430, H98 1.063, H99 1.095, H100 1.086
91 N 3.941 -4.872 1.773  C87 1.456, H101 1.015, H102 1.023
92 H 6.254 -3.844 2.702  C86 1.109
93 H 5.768 -2.157 2.716  C86 1.135
94 H 5.615 -3.014 1.236  C86 1.084
95 H 4.157 -3.907 3.720  C87 1.129
96 H 2.072 -3.087 2.245  C88 1.077
97 H 3.146 -2.289 1.191  C88 1.096
98 H 2.290 -0.643 4.701  C90 1.063
99 H 2.707 -2.355 4.922  C90 1.095
100 H 1.345 -1.960 4.018  C90 1.086
101 H 2.974 -5.178 1.734  N91 1.015
102 H 4.635 -5.609 1.916  N91 1.023
103 C 2.234 -5.916 -7.289  C104 1.580, H109 1.155, H110 1.110, H111 1.063
104 C 1.583 -4.481 -7.409  C103 1.580, C105 1.560, N108 1.446, H112 1.083
105 C 0.619 -4.154 -6.227  C104 1.560, O106 1.394, H113 1.089, H114 1.101
106 O 1.248 -4.210 -4.984  C105 1.394, C107 1.442
107 C 0.241 -3.930 -3.991  O106 1.442, H115 1.079, H116 1.107, H117 1.129
108 N 2.611 -3.479 -7.581  C104 1.446, H118 0.996, H119 1.027
109 H 1.514 -6.733 -7.674  C103 1.155
110 H 2.577 -6.187 -6.269  C103 1.110
111 H 3.088 -5.931 -7.921  C103 1.063
112 H 0.856 -4.461 -8.212  C104 1.083
113 H -0.254 -4.806 -6.248  C105 1.089
114 H 0.133 -3.192 -6.450  C105 1.101
115 H -0.548 -4.659 -3.887  C107 1.079
116 H -0.181 -2.931 -4.213  C107 1.107
117 H 0.768 -3.835 -2.997  C107 1.129
118 H 2.187 -2.586 -7.457  N108 0.996
119 H 3.271 -3.508 -6.795  N108 1.027
120 C -4.089 5.429 4.259  C121 1.507, H126 1.108, H127 1.107, H128 1.105
121 C -3.347 4.157 4.579  C120 1.507, C122 1.499, N125 1.469, H129 1.140
122 C -4.230 3.071 5.116  C121 1.499, O123 1.379, H130 1.091, H131 1.110
123 O -5.063 3.578 6.090  C122 1.379, C124 1.466
124 C -5.629 2.506 6.915  O123 1.466, H132 1.089, H133 1.130, H134 1.072
125 N -2.539 3.586 3.492  C121 1.469, H135 1.042, H136 1.004
126 H -3.418 6.202 3.833  C120 1.108
127 H -4.708 5.827 5.086  C120 1.107
128 H -4.838 5.144 3.498  C120 1.105
129 H -2.594 4.394 5.401  C121 1.140
130 H -3.544 2.300 5.471  C122 1.091
131 H -4.855 2.703 4.276  C122 1.110
132 H -4.901 2.196 7.663  C124 1.089
133 H -5.931 1.613 6.292  C124 1.130
134 H -6.509 2.894 7.387  C124 1.072
135 H -3.095 3.359 2.640  N125 1.042
136 H -1.896 4.279 3.156  N125 1.004
137 C -1.188 1.344 7.559  C138 1.530, H143 1.130, H144 1.111, H145 1.091
138 C -0.396 0.791 6.373  C137 1.530, C139 1.546, N142 1.480, H146 1.127
139 C -0.157 -0.694 6.730  C138 1.546, O140 1.477, H147 1.089, H148 1.119
140 O 0.526 -0.675 8.039  C139 1.477, C141 1.403
141 C 0.947 -1.928 8.509  O140 1.403, H149 1.129, H150 1.075, H151 1.125
142 N -1.132 0.956 5.099  C138 1.480, H152 0.993, H153 1.001
143 H -2.111 0.743 7.815  C137 1.130
144 H -1.578 2.356 7.316  C137 1.111
145 H -0.465 1.405 8.373  C137 1.091
146 H 0.543 1.410 6.299  C138 1.127
147 H 0.447 -1.222 5.995  C139 1.089
148 H -1.128 -1.247 6.799  C139 1.119
149 H 1.151 -1.759 9.606  C141 1.129
150 H 1.776 -2.274 7.919  C141 1.075
151 H 0.087 -2.630 8.323  C141 1.125
152 H -1.349 1.884 4.821  N142 0.993
153 H -0.644 0.533 4.335  N142 1.001
154 C -2.953 2.307 -2.419  C155 1.498, H160 1.066, H161 1.137, H162 1.093
155 C -3.141 3.697 -1.891  C154 1.498, C156 1.499, N159 1.478, H163 1.116
156 C -3.606 4.691 -2.913  C155 1.499, O157 1.423, H164 1.090, H165 1.137
157 O -2.560 5.044 -3.810  C156 1.423, C158 1.400
158 C -3.019 5.986 -4.738  O157 1.400, H166 1.076, H167 1.068, H168 1.150
159 N -4.175 3.720 -0.835  C155 1.478, H169 1.014, H170 1.038
160 H -2.186 2.208 -3.153  C154 1.066
161 H -3.907 2.025 -2.969  C154 1.137
162 H -2.734 1.521 -1.693  C154 1.093
163 H -2.193 4.034 -1.407  C155 1.116
164 H -4.052 5.579 -2.466  C156 1.090
165 H -4.481 4.274 -3.505  C156 1.137
166 H -3.799 5.488 -5.286  C158 1.076
167 H -2.238 6.269 -5.409  C158 1.068
168 H -3.500 6.875 -4.190  C158 1.150
169 H -3.864 4.321 -0.079  N159 1.014
170 H -4.286 2.773 -0.425  N159 1.038
171 C -1.693 1.214 1.097  C172 1.544, H177 1.094, H178 1.049, H179 1.119
172 C -0.928 -0.119 1.244  C171 1.544, C173 1.496, N176 1.482, H180 1.090
173 C -0.094 -0.430 0.042  C172 1.496, O174 1.442, H181 1.099, H182 1.153
174 O 0.453 -1.758 0.173  C173 1.442, C175 1.440
175 C 1.394 -2.121 -0.856  O174 1.440, H183 1.141, H184 1.100, H185 1.083
176 N -0.084 -0.173 2.460  C172 1.482, H186 1.033, H187 1.012
177 H -2.192 1.439 2.043  C171 1.094
178 H -2.357 1.172 0.286  C171 1.049
179 H -0.919 2.016 0.993  C171 1.119
180 H -1.670 -0.917 1.281  C172 1.090
181 H 0.802 0.204 0.079  C173 1.099
182 H -0.649 -0.291 -0.958  C173 1.153
183 H 2.232 -1.350 -0.797  C175 1.141
184 H 0.927 -2.042 -1.848  C175 1.100
185 H 1.938 -3.028 -0.621  C175 1.083
186 H 0.249 -1.144 2.580  N176 1.033
187 H 0.769 0.343 2.287  N176 1.012
188 C 4.636 -6.031 -4.144  C189 1.554, H194 1.095, H195 1.072, H196 1.080
189 C 3.574 -5.933 -3.014  C188 1.554, C190 1.530, N193 1.447, H197 1.130
190 C 3.262 -7.360 -2.557  C189 1.530, O191 1.404, H198 1.081, H199 1.080
191 O 2.131 -7.234 -1.735  C190 1.404, C192 1.388
192 C 1.740 -8.461 -1.217  O191 1.388, H200 1.119, H201 1.109, H202 1.093
193 N 4.040 -4.958 -2.053  C189 1.447, H203 1.025, H204 1.035
194 H 5.563 -6.370 -3.670  C188 1.095
195 H 4.760 -5.088 -4.640  C188 1.072
196 H 4.378 -6.754 -4.904  C188 1.080
197 H 2.664 -5.472 -3.500  C189 1.130
198 H 4.085 -7.815 -2.023  C190 1.081
199 H 3.114 -7.970 -3.436  C190 1.080
200 H 1.155 -8.326 -0.273  C192 1.119
201 H 2.665 -9.064 -1.112  C192 1.109
202 H 1.096 -9.033 -1.889  C192 1.093
203 H 3.253 -4.838 -1.408  N193 1.025
204 H 4.784 -5.348 -1.448  N193 1.035
205 C 0.957 7.907 -2.777  C206 1.526, H211 1.113, H212 1.063, H213 1.110
206 C 1.783 6.626 -2.719  C205 1.526, C207 1.519, N210 1.518, H214 1.088
207 C 1.286 5.901 -1.481  C206 1.519, O208 1.443, H215 1.110, H216 1.119
208 O 1.980 4.662 -1.224  C207 1.443, C209 1.418
209 C 1.235 3.532 -0.802  O208 1.418, H217 1.131, H218 1.108, H219 1.054
210 N 1.554 5.920 -4.043  C206 1.518, H220 1.040, H221 1.000
211 H 1.559 8.579 -3.429  C205 1.113
212 H 0.818 8.362 -1.826  C205 1.063
213 H -0.003 7.822 -3.330  C205 1.110
214 H 2.833 6.847 -2.537  C206 1.088
215 H 0.186 5.771 -1.547  C207 1.110
216 H 1.442 6.457 -0.522  C207 1.119
217 H 0.398 3.322 -1.533  C209 1.131
218 H 0.907 3.725 0.239  C209 1.108
219 H 1.902 2.717 -0.760  C209 1.054
220 H 0.531 5.855 -4.220  N210 1.040
221 H 1.876 4.973 -4.047  N210 1.000
222 O 0.823 -5.391 0.368  H223 0.916, H224 1.013
223 H 1.004 -5.919 -0.358  O222 0.916
224 H -0.078 -4.972 0.171  O222 1.013
225 O 3.244 -2.775 -3.586  H226 1.011, H227 0.945
226 H 3.781 -3.402 -3.001  O225 1.011
227 H 2.801 -3.279 -4.251  O225 0.945
228 O -6.189 1.637 -0.921  H229 0.980, H230 0.971
229 H -6.723 1.234 -1.637  O228 0.980
230 H -5.893 2.458 -1.348  O228 0.971
231 O 3.228 0.809 1.304  H232 0.970, H233 0.966
232 H 3.546 0.015 1.763  O231 0.970
233 H 3.925 1.069 0.688  O231 0.966
234 O -1.344 -3.999 0.326  H235 0.990, H236 1.033
235 H -0.760 -3.200 0.328  O234 0.990
236 H -2.273 -3.741 -0.045  O234 1.033
237 O -4.523 -0.720 1.401  H238 1.016, H239 0.987
238 H -4.315 -0.657 2.394  O237 1.016
239 H -5.098 0.048 1.171  O237 0.987